# C20H31N3P2PdS2

C20H31N3P2PdS2 as an isolated structure (ωB97M-V with the def2-TZVPD basis set, the OMol25 dataset).

XYZ file:
```
59
Properties=species:S:1:pos:R:3:forces:R:3:mulliken_charge:R:1
Pd -0.1201 -0.0806 -0.7787 0.3 -0.2 -1.2 -0.180
C 3.7945 -0.7901 -0.0235 -0.6 -0.5 0.2 -1.273
P 2.3575 0.0236 -0.8286 -0.4 1.5 -0.7 1.078
C 2.8527 0.0361 -2.5963 -0.3 -0.1 0.2 -1.370
C 2.6816 1.7723 -0.3234 -0.2 -0.1 0.1 -0.913
C 1.8406 2.7726 -1.0981 -0.1 -0.3 0.0 -1.207
P 0.0327 2.4164 -1.0028 1.1 -0.1 0.5 1.215
C -0.5041 3.5299 -2.3616 -0.3 -0.6 0.0 -1.389
C -0.4516 3.3266 0.5216 -0.1 -0.5 -0.3 -1.200
H 4.6432 -0.1066 -0.0595 -0.1 0.1 -0.1 0.470
H 4.0676 -1.7053 -0.5432 -0.1 0.0 0.0 0.405
H 3.5824 -1.0237 1.0179 0.0 0.0 0.1 0.406
H 3.8006 0.5598 -2.7158 0.1 0.0 0.1 0.420
H 2.0787 0.5200 -3.1931 0.1 0.0 0.0 0.364
H 2.9760 -0.9806 -2.9670 0.0 0.0 0.0 0.417
H 3.7446 1.9835 -0.4743 -0.1 -0.1 0.1 0.527
H 2.4654 1.8471 0.7474 0.1 0.0 0.0 0.434
H 2.1169 2.7748 -2.1562 0.0 0.0 0.1 0.466
H 2.0052 3.7825 -0.7111 -0.1 0.0 -0.1 0.542
H 0.0663 4.4572 -2.2903 0.0 -0.1 0.1 0.472
H -1.5648 3.7642 -2.3177 0.0 0.0 0.0 0.471
H -0.2877 3.0565 -3.3177 0.0 0.0 -0.1 0.391
H -0.2909 4.3947 0.3787 0.0 0.0 -0.1 0.509
H 0.1579 2.9803 1.3567 0.0 0.0 0.0 0.312
H -1.5028 3.1581 0.7533 0.0 0.0 0.1 0.344
C -3.4942 1.7791 -1.2418 0.0 0.2 0.0 -0.407
C -3.5450 0.3023 -1.2620 -0.6 0.0 0.0 0.316
N -2.4905 -0.4616 -1.1986 1.1 0.4 0.1 0.210
C -2.8253 -1.7928 -1.2221 -0.9 -0.3 0.0 -0.371
C -4.1712 -2.0239 -1.2935 0.4 0.3 0.0 -0.506
S -5.0436 -0.5570 -1.3537 0.9 0.1 0.1 -0.125
C -1.7882 -2.8044 -1.1969 -0.2 -0.9 -0.1 -0.156
C -1.9875 -4.1532 -1.3107 0.4 0.3 0.1 -0.512
S -0.4950 -4.9838 -1.3142 0.1 0.9 0.0 -0.097
C 0.3274 -3.4676 -1.1781 -0.1 -0.7 -0.1 0.211
N -0.4677 -2.4359 -1.1109 0.4 1.1 0.2 0.547
C 1.8045 -3.3933 -1.1933 0.2 0.0 0.1 -0.492
H -2.4457 2.0742 -1.2814 -0.3 0.1 0.0 -0.725
H -3.9629 2.1744 -0.3398 0.0 0.1 0.0 0.392
H -4.0258 2.1939 -2.0975 0.1 0.1 0.0 0.550
H -4.6862 -2.9610 -1.3134 -0.1 -0.3 0.0 0.455
H -2.9110 -4.6878 -1.4077 -0.2 -0.1 0.0 0.451
H 2.2332 -4.3144 -1.5786 0.1 0.0 0.0 0.574
H 2.1951 -3.2225 -0.1903 0.0 0.0 0.1 0.215
H 2.1013 -2.5664 -1.8365 0.1 -0.1 0.0 -0.289
N -1.0880 -0.3657 1.3725 -0.6 0.0 -0.6 -0.154
C -0.5705 -0.4320 2.6715 0.3 -0.1 1.4 0.495
C -0.5306 0.7059 3.4841 0.0 -0.5 -0.6 -0.266
C -0.0704 0.6124 4.7814 0.1 -0.3 0.3 -0.821
C 0.3398 -0.6138 5.2919 0.0 0.0 -0.1 -0.504
C 0.2998 -1.7484 4.4900 0.1 0.3 0.3 -0.752
C -0.1402 -1.6607 3.1864 -0.2 0.5 -0.4 -0.464
H -1.4853 -1.2637 1.0914 -0.2 0.5 0.2 0.227
H -1.7531 0.4007 1.2527 0.0 -0.6 0.2 0.223
H -0.8987 1.6457 3.0991 -0.1 0.2 0.0 0.389
H -0.0545 1.4889 5.4100 0.0 0.1 0.1 0.412
H 0.6792 -0.6897 6.3122 0.0 0.0 0.1 0.406
H 0.5993 -2.7015 4.8963 0.0 -0.1 0.0 0.416
H -0.1900 -2.5441 2.5671 0.0 -0.2 -0.1 0.444
```
Forces are in eV/Å.

Max |F| ... 0.033 hartree/bohr
ΔE to the lowest compared entry with this formula, charge and spin ... 54.0 kcal per mole
E_LUMO (spin up / spin down) ... -7.82 / -7.82 eV
Total charge ... +2
Kohn-Sham gap (spin up / spin down) ... 5.33 / 5.33 eV